Run A
Here is C6H15NS in the gas phase from the OMol25 dataset. Energies are from the ωB97M-V functional and the def2-TZVPD basis.

Calculated values
- SMILES string = CCN[C@H](C)CCS
- orbital gap (eV) = 9.6942

Geometry as ORCA input:
```
! wB97M-V def2-TZVPD RIJCOSX def2/J DEFGRID3
* xyz 0 1
C -0.57 -1.72 0.84
N -0.20 -0.26 0.68
C 0.77 -0.01 -0.45
C 0.42 1.37 -0.92
C -0.98 1.41 -1.53
S -1.56 3.18 -1.90
C 2.21 -0.08 0.01
C -1.20 -2.06 2.22
H -1.47 -1.83 0.19
H 0.27 -2.32 0.42
H 0.10 0.12 1.64
H 0.82 -0.59 -1.36
H 0.53 2.07 -0.04
H 1.13 1.74 -1.76
H -1.10 0.81 -2.50
H -1.72 1.10 -0.77
H -1.09 3.59 -3.08
H 2.37 0.66 0.86
H 2.34 -1.07 0.38
H 2.84 0.22 -0.72
H -1.32 -1.12 2.81
H -0.47 -2.75 2.72
H -2.14 -2.46 2.30
*
```

---

Run B
Here is 2 unconnected molecules or ions with the total composition C6H15NS from the OMol25 dataset. Energies are from the ωB97M-V functional and the def2-TZVPD basis.

Calculated values
- SMILES string = C=CCC.NCCS
- orbital gap (eV) = 9.7637

Geometry as ORCA input:
```
! wB97M-V def2-TZVPD RIJCOSX def2/J DEFGRID3
* xyz 0 1
C 0.55 2.31 -0.15
C 0.55 1.89 -1.62
S -1.11 1.27 -2.08
N 1.85 2.86 0.24
H -0.25 3.05 -0.01
H 0.28 1.43 0.43
H 0.72 2.78 -2.21
H 1.31 1.12 -1.74
H -0.86 1.22 -3.38
H 1.76 3.83 0.48
H 2.15 2.40 1.10
C 0.62 -3.08 1.20
C 0.08 -1.81 0.49
C -1.41 -1.87 0.29
C -2.25 -0.92 0.65
H 0.23 -3.97 0.72
H 1.71 -3.08 1.18
H 0.28 -3.03 2.24
H 0.59 -1.67 -0.46
H 0.30 -0.96 1.14
H -1.80 -2.77 -0.18
H -3.32 -0.98 0.51
H -1.97 -0.01 1.18
*
```

---

Most stable pick: run B. Distance to second place: 0.0254 hartree.

---

Run A
Here is CH3N3O3 in the gas phase from the OMol25 dataset. Energies are from the ωB97M-V functional and the def2-TZVPD basis.

Calculated values
- SMILES string = N/N=[N+](\[O-])OC=O
- orbital gap (eV) = 10.0781

Geometry as ORCA input:
```
! wB97M-V def2-TZVPD RIJCOSX def2/J DEFGRID3
* xyz 0 1
C -1.95 0.77 -0.07
N 1.96 -0.07 0.01
N 0.64 0.19 0.09
N -0.10 -0.81 -0.07
O -3.08 1.17 -0.11
O -1.49 -0.45 0.36
O 0.12 -1.95 -0.38
H -1.03 1.23 -0.50
H 2.42 -0.82 0.47
H 2.51 0.74 0.21
*
```

---

Run B
Here is CH3N3O3 in the gas phase from the OMol25 dataset. Energies are from the ωB97M-V functional and the def2-TZVPD basis.

Calculated values
- SMILES string = NO/C=N/[N+](=O)[O-]
- orbital gap (eV) = 10.5205

Geometry as ORCA input:
```
! wB97M-V def2-TZVPD RIJCOSX def2/J DEFGRID3
* xyz 0 1
C 0.28 0.35 -0.22
N 1.18 -0.10 2.15
N -0.90 -0.08 -0.43
N -1.52 -0.09 -1.66
O 1.11 0.35 0.77
O -0.81 -0.11 -2.64
O -2.69 -0.17 -1.71
H 0.88 1.10 -0.93
H 2.06 -0.38 2.23
H 0.42 -0.87 2.45
*
```

---

Most stable pick: run A. Distance to second place: 0.0741 hartree.

---

Run A
Here is 2 unconnected molecules or ions with the total composition CH3N3O3 from the OMol25 dataset. Energies are from the ωB97M-V functional and the def2-TZVPD basis.

Calculated values
- orbital gap (spin up / spin down) (eV) = 8.2469 / 8.1656

Geometry as ORCA input:
```
! wB97M-V def2-TZVPD RIJCOSX def2/J DEFGRID3
* xyz 0 1
C 1.91 0.45 -0.28
N -2.06 -0.58 0.08
N -0.60 0.36 1.11
N -1.21 0.42 -0.07
O 1.83 -0.54 -0.96
O -0.95 1.15 -1.01
O 1.31 1.18 0.56
H 2.95 0.96 -0.23
H -2.97 -0.37 -0.38
H -0.78 -0.29 1.81
*
```

---

Run B
Here is 2 unconnected molecules or ions with the total composition CH3N3O3 from the OMol25 dataset. Energies are from the ωB97M-V functional and the def2-TZVPD basis.

Calculated values
- SMILES string = N#[N+][O-].NOC=O
- orbital gap (eV) = 11.3873

Geometry as ORCA input:
```
! wB97M-V def2-TZVPD RIJCOSX def2/J DEFGRID3
* xyz 0 1
C -0.29 -1.80 0.01
N 1.01 0.15 -0.14
N -1.79 1.56 -0.53
N -1.03 2.03 0.08
O -0.58 -2.95 -0.03
O -0.33 2.44 0.94
O 0.91 -1.30 -0.20
H -1.03 -0.98 0.03
H 1.54 0.38 0.72
H 1.59 0.46 -0.88
*
```

---

Most stable pick: run B. Distance to second place: 0.1671 hartree.

---

Run A
Here is C9H13NO2 in the gas phase from the OMol25 dataset. Energies are from the ωB97M-V functional and the def2-TZVPD basis.

Calculated values
- SMILES string = CN(C=O)C(=O)C1=CCCCC1
- orbital gap (eV) = 10.3368

Geometry as ORCA input:
```
! wB97M-V def2-TZVPD RIJCOSX def2/J DEFGRID3
* xyz 0 1
C 2.42 1.25 -0.17
C 1.57 -1.06 -0.18
C -2.32 0.71 -0.08
C -1.76 0.09 1.19
C -1.97 -0.06 -1.35
C -0.27 0.22 1.13
C -0.60 -0.62 -1.20
C 0.22 -0.45 -0.17
C 3.88 -0.75 0.23
N 2.58 -0.11 -0.08
O 3.33 2.05 -0.13
O 1.76 -2.29 -0.17
H -3.31 1.05 -0.03
H -1.77 1.64 -0.21
H -2.30 0.64 2.10
H -2.12 -0.89 1.17
H -2.52 -0.95 -1.67
H -1.98 0.71 -2.27
H 0.22 1.25 1.24
H 0.27 -0.39 1.96
H -0.06 -1.11 -2.03
H 1.45 1.60 -0.35
H 3.56 -1.43 1.02
H 4.65 -0.04 0.47
H 4.34 -1.36 -0.52
*
```

---

Run B
Here is 2 unconnected molecules or ions with the total composition C9H13NO2 from the OMol25 dataset. Energies are from the ωB97M-V functional and the def2-TZVPD basis.

Calculated values
- SMILES string = Cc1ccc(O)cc1.CC(N)=O
- orbital gap (eV) = 9.0320

Geometry as ORCA input:
```
! wB97M-V def2-TZVPD RIJCOSX def2/J DEFGRID3
* xyz 0 1
C -0.35 2.48 1.34
C -1.59 0.33 1.68
C -0.37 1.01 1.63
C -1.65 -1.03 1.47
C 0.80 0.29 1.79
C -0.43 -1.75 1.41
C 0.78 -1.10 1.57
O -0.61 -3.08 1.16
H -2.50 0.90 1.85
H -2.58 -1.56 1.34
H 0.55 2.92 1.78
H -1.17 3.08 1.73
H 1.79 0.70 1.63
H 1.68 -1.68 1.41
H 0.08 -3.44 0.62
H -0.39 2.75 0.27
C 1.24 0.36 -1.65
C 0.48 -0.60 -2.57
O 0.43 -1.76 -2.23
N -0.15 -0.17 -3.71
H 0.54 0.80 -0.94
H 1.94 1.08 -2.07
H -0.59 -0.88 -4.27
H 0.21 0.61 -4.24
H 1.86 -0.24 -0.99
*
```

---

Most stable pick: run B. Distance to second place: 0.0417 hartree.

---

Run A
Here is C4H3FO in the gas phase from the OMol25 dataset. Energies are from the ωB97M-V functional and the def2-TZVPD basis.

Calculated values
- SMILES string = C#C[C@H]1O[C@H]1F
- orbital gap (eV) = 10.9275

Geometry as ORCA input:
```
! wB97M-V def2-TZVPD RIJCOSX def2/J DEFGRID3
* xyz 0 1
C -0.60 -0.62 1.99
C -0.46 -0.16 0.88
C -0.12 0.36 -0.44
C 1.15 1.05 -0.77
O 0.02 1.80 -0.49
F 2.24 1.24 0.04
H -0.63 -1.23 2.77
H -0.46 -0.18 -1.32
H 1.38 0.79 -1.80
*
```

---

Run B
Here is a molecular structure, C4H3FO from the OMol25 dataset. Energies are from the ωB97M-V functional and the def2-TZVPD basis.

Calculated values
- orbital gap (eV) = 7.8584

Geometry as ORCA input:
```
! wB97M-V def2-TZVPD RIJCOSX def2/J DEFGRID3
* xyz 0 1
C 0.49 0.01 0.36
C 1.65 0.17 -0.49
C -1.32 -0.68 0.01
C -0.77 0.62 -0.25
O -1.72 -1.74 0.06
F 2.72 -0.30 0.21
H 0.76 -0.26 1.32
H -1.17 1.47 0.21
H -0.64 0.71 -1.43
*
```

---

Most stable pick: run A. Distance to second place: 0.0647 hartree.

---

Run A
Here is C4H4ClNO2S in the gas phase from the OMol25 dataset. Energies are from the ωB97M-V functional and the def2-TZVPD basis.

Calculated values
- orbital gap (spin up / spin down) (eV) = 6.9013 / 7.5379

Geometry as ORCA input:
```
! wB97M-V def2-TZVPD RIJCOSX def2/J DEFGRID3
* xyz 0 3
C 0.09 -0.67 1.87
C -0.88 -0.58 -0.25
C -1.69 -0.87 -1.26
C 1.85 0.85 0.16
N -0.61 -0.98 0.96
O -0.22 2.13 0.36
O 0.18 1.39 -1.90
S 0.33 1.13 -0.48
Cl 2.67 -0.65 -0.25
H 0.38 -0.85 2.95
H -1.56 -0.41 -2.13
H -2.55 -1.67 -1.17
H 2.01 1.18 1.15
*
```

---

Run B
Here is 2 unconnected molecules or ions with the total composition C4H4ClNO2S from the OMol25 dataset. Energies are from the ωB97M-V functional and the def2-TZVPD basis.

Calculated values
- orbital gap (spin up / spin down) (eV) = 3.9667 / 3.9627

Geometry as ORCA input:
```
! wB97M-V def2-TZVPD RIJCOSX def2/J DEFGRID3
* xyz 0 3
C 0.66 -0.54 0.73
C -0.51 -1.67 -1.07
C -1.34 -2.08 -1.97
C 1.72 0.29 0.65
N 0.34 -1.40 -0.23
O -1.26 1.70 1.51
O -0.14 3.52 0.21
S -0.55 2.93 1.46
Cl 1.95 1.48 1.82
H 0.16 -0.27 1.68
H -2.33 -2.41 -1.65
H -1.12 -1.83 -3.04
H 2.43 0.29 -0.11
*
```

---

Most stable pick: run B. Distance to second place: 0.0259 hartree.